[1]
DFT (ωB97M-V with the def2-TZVPD basis set) results for a structure of composition C4H16ClO4Ti at a distorted geometry.

Computed properties:
* HOMO level (alpha / beta): -7.53 / -7.31 eV
* multiplicity: 4
* HOMO-LUMO gap (alpha / beta): 3.97 / 3.72 eV

XYZ file:
```
26
C4H16ClO4Ti ωB97M-V with the def2-TZVPD basis set
Ti 5.181 -4.270 -1.784
Cl 1.600 -1.497 0.178
C -3.033 0.594 -3.424
O -2.805 1.508 -2.340
H -3.208 -0.384 -2.975
H -3.904 0.915 -3.995
H -2.212 0.550 -4.139
H -1.992 1.185 -1.943
C -4.717 -2.077 1.787
O -3.832 -3.132 1.376
H -5.608 -2.034 1.160
H -5.170 -2.373 2.733
H -4.204 -1.118 1.863
H -2.979 -2.715 1.233
C 3.632 2.166 -5.032
O 3.756 2.406 -3.680
H 4.001 3.070 -5.516
H 4.276 1.346 -5.352
H 2.589 1.919 -5.228
H 3.233 1.837 -3.111
C 2.703 0.500 6.628
O 1.534 0.115 5.945
H 3.494 0.891 5.989
H 2.580 1.173 7.476
H 3.177 -0.392 7.038
H 1.908 -0.187 5.114
```

For each atom in turn, the Mulliken charge in e is: atom 1 (Ti): 0.8774, atom 2 (Cl): -0.8801, atom 3 (C): -0.4626, atom 4 (O): -0.5041, atom 5 (H): 0.2239, atom 6 (H): 0.2130, atom 7 (H): 0.2180, atom 8 (H): 0.3122, atom 9 (C): -0.5108, atom 10 (O): -0.5100, atom 11 (H): 0.2094, atom 12 (H): 0.2167, atom 13 (H): 0.2671, atom 14 (H): 0.3285, atom 15 (C): -0.3946, atom 16 (O): -0.5204, atom 17 (H): 0.1837, atom 18 (H): 0.1927, atom 19 (H): 0.2200, atom 20 (H): 0.3189, atom 21 (C): -0.5835, atom 22 (O): -0.4767, atom 23 (H): 0.2456, atom 24 (H): 0.2409, atom 25 (H): 0.2560, atom 26 (H): 0.3188

[2]
DFT (ωB97M-V with the def2-TZVPD basis set) results for a structure of composition C4H16F4O7Zr at a distorted geometry.

Computed properties:
* HOMO level: -16.29 eV
* charge: +2
* multiplicity: 1
* HOMO-LUMO gap: 4.97 eV

XYZ file:
```
32
C4H16F4O7Zr ωB97M-V with the def2-TZVPD basis set
Zr 0.761 2.073 0.622
C 0.584 -0.773 -1.512
O 1.456 -1.394 -0.573
O 0.355 0.492 -0.942
C 0.905 -0.804 -3.023
F 1.123 -2.114 -3.390
F -0.163 -0.292 -3.725
F 2.098 -0.175 -3.260
C 1.508 -2.863 -0.346
C 2.362 -3.038 0.918
H 1.825 -2.602 1.760
H 2.310 -4.110 1.104
H 3.392 -2.684 0.971
H 1.870 -3.435 -1.201
H 0.560 -3.381 -0.194
H -0.418 -1.201 -1.480
F -1.267 1.751 1.188
O -0.404 3.102 -1.221
H -0.186 3.066 -2.152
H -1.353 3.222 -1.201
O 0.138 4.180 1.023
H 0.776 4.884 0.903
H -0.648 4.621 1.345
O -3.228 0.206 -0.723
H -2.653 0.953 -0.558
H -2.724 -0.554 -0.433
O -3.598 0.949 2.916
H -2.812 1.258 2.466
H -3.301 0.198 3.430
O 0.361 -0.239 2.175
H -0.404 -0.811 2.111
H 0.776 -0.484 3.002
```

For each atom in turn, the Mulliken charge in e is: atom 1 (Zr): 1.7861, atom 2 (C): 0.0554, atom 3 (O): -0.3355, atom 4 (O): -0.1245, atom 5 (C): 0.7396, atom 6 (F): -0.2197, atom 7 (F): -0.2019, atom 8 (F): -0.2331, atom 9 (C): -0.3716, atom 10 (C): -1.0254, atom 11 (H): 0.1833, atom 12 (H): 0.3924, atom 13 (H): 0.3135, atom 14 (H): 0.3834, atom 15 (H): 0.3554, atom 16 (H): 0.2075, atom 17 (F): -0.4516, atom 18 (O): -0.4401, atom 19 (H): 0.3203, atom 20 (H): 0.3155, atom 21 (O): -0.4710, atom 22 (H): 0.3424, atom 23 (H): 0.3144, atom 24 (O): -0.5507, atom 25 (H): 0.2417, atom 26 (H): 0.3004, atom 27 (O): -0.5691, atom 28 (H): 0.2687, atom 29 (H): 0.3167, atom 30 (O): -0.3877, atom 31 (H): 0.2688, atom 32 (H): 0.2764

[3]
DFT (ωB97M-V with the def2-TZVPD basis set) results for a structure of composition C4H16N2NiO10 at a distorted geometry.

Computed properties:
* HOMO level (alpha / beta): -8.55 / -8.54 eV
* multiplicity: 3
* HOMO-LUMO gap (alpha / beta): 8.36 / 8.09 eV

XYZ file:
```
33
C4H16N2NiO10 ωB97M-V with the def2-TZVPD basis set
Ni -0.046 -0.298 -0.153
N 2.670 0.919 1.143
O 2.869 2.019 0.646
O 3.479 0.349 1.846
O 1.599 0.360 0.981
N -2.937 -0.728 -1.865
O -4.028 -0.677 -1.236
O -1.875 -0.755 -1.305
O -2.977 -0.688 -3.063
C 2.392 -2.124 -0.961
O 0.973 -2.024 -0.744
H 2.788 -2.674 -0.108
H 2.635 -2.674 -1.870
H 2.854 -1.137 -1.001
H 0.688 -2.937 -0.655
C -0.745 1.998 1.851
O -1.160 1.313 0.667
H -0.263 1.329 2.564
H -0.008 2.778 1.661
H -1.596 2.509 2.300
H -1.693 1.924 0.154
C -2.157 -1.449 1.887
O -0.788 -1.356 1.553
H -2.842 -0.821 1.318
H -2.519 -2.469 1.763
H -2.278 -1.170 2.934
H -0.305 -1.915 2.167
C 0.871 2.083 -1.988
O 0.736 0.689 -1.789
H 0.052 2.517 -2.562
H 0.870 2.558 -1.007
H 1.814 2.278 -2.498
H 0.927 0.271 -2.632
```

For each atom in turn, the Mulliken charge in e is: atom 1 (Ni): 1.4226, atom 2 (N): 0.7718, atom 3 (O): -0.6270, atom 4 (O): -0.6163, atom 5 (O): -0.3932, atom 6 (N): 0.8139, atom 7 (O): -0.6298, atom 8 (O): -0.5449, atom 9 (O): -0.6321, atom 10 (C): -0.6510, atom 11 (O): -0.4025, atom 12 (H): 0.3097, atom 13 (H): 0.2982, atom 14 (H): 0.2403, atom 15 (H): 0.3031, atom 16 (C): -0.7732, atom 17 (O): -0.2539, atom 18 (H): 0.2771, atom 19 (H): 0.3057, atom 20 (H): 0.3211, atom 21 (H): 0.2465, atom 22 (C): -0.7392, atom 23 (O): -0.2929, atom 24 (H): 0.2891, atom 25 (H): 0.3048, atom 26 (H): 0.3338, atom 27 (H): 0.2554, atom 28 (C): -0.7039, atom 29 (O): -0.3027, atom 30 (H): 0.2802, atom 31 (H): 0.2096, atom 32 (H): 0.3258, atom 33 (H): 0.2541